1.
17
Properties=species:S:1:pos:R:3:lowdin_charge:R:1 method="wB97M-V/def2-TZVPD" lumo_ev=0.38 relative_energy_kcal_mol=107.3 homo_lumo_gap_ha=0.259 charge=0 total_energy_ha=-397.17961
C 1.02 0.49 -0.83 -0.221
C -1.14 0.00 0.25 -0.409
C 0.93 -1.03 0.41 -0.376
N -2.09 -0.35 -0.67 0.185
N -1.24 1.24 0.79 0.188
C -0.34 -1.03 0.87 -0.086
O 1.65 1.47 -0.03 -0.135
N 2.09 -1.45 0.66 0.044
H 2.28 1.00 0.53 0.072
H -2.06 -1.31 -0.99 0.119
H -0.38 1.58 1.20 0.114
H -1.85 1.92 0.37 0.115
H -2.58 0.36 -1.19 0.113
H 2.45 -2.15 0.02 0.042
H 1.73 0.01 -1.51 0.074
H 0.28 1.00 -1.45 0.064
H -0.75 -1.75 1.57 0.096


2.
17
Properties=species:S:1:pos:R:3:lowdin_charge:R:1 method="wB97M-V/def2-TZVPD" lumo_ev=0.70 relative_energy_kcal_mol=60.1 homo_lumo_gap_ha=0.346 charge=0 smiles="NC(=O)N[C@H]1C[C@@H]1N" total_energy_ha=-397.25491
N -2.97 0.18 -0.32 0.083
C -1.61 -0.19 0.08 -0.572
O -1.27 -1.30 0.29 0.082
N -0.73 0.91 -0.02 0.076
C 0.63 0.85 0.19 -0.313
C 1.41 0.08 1.20 -0.087
C 1.50 -0.34 -0.33 -0.313
N 2.87 -0.13 -0.79 -0.005
H -3.38 -0.74 -0.90 0.183
H -2.96 1.02 -0.85 0.038
H -1.01 1.89 -0.18 0.154
H 1.21 1.66 -0.12 0.120
H 2.42 0.60 1.63 0.142
H 1.00 -0.62 1.99 0.109
H 0.97 -1.27 -0.65 0.134
H 3.37 -0.98 -0.31 0.124
H 2.79 -0.32 -1.77 0.044